1.
Computed, not measured: an isolated molecule of C5H10O2, with ωB97M-V/def2-TZVPD.

The geometry in XYZ format:
```
17
Properties=species:S:1:pos:R:3:nbo_charge:R:1
C -2.102 -0.477 0.434 -0.637
C -1.069 0.239 -0.426 0.073
O -0.883 1.574 0.011 -0.716
C 0.252 -0.520 -0.402 0.088
C 1.506 0.238 -0.862 -0.461
C 1.997 0.000 0.571 -0.054
O 0.748 -0.602 0.952 -0.551
H -3.039 0.086 0.455 0.220
H -2.304 -1.489 0.065 0.211
H -1.716 -0.563 1.456 0.218
H -1.412 0.312 -1.465 0.180
H -0.548 1.509 0.917 0.466
H 0.124 -1.521 -0.840 0.176
H 2.091 -0.226 -1.658 0.211
H 1.300 1.285 -1.093 0.230
H 2.211 0.892 1.172 0.173
H 2.829 -0.707 0.668 0.172
```

The HOMO-LUMO gap comes out at 10.776 eV. As for the energy above the lowest of the compared OMol25 structures with the same formula, charge and spin: 189.4 kJ/mol. Its structure (SMILES) is C[C@@H](O)[C@H]1CCO1. The net charge is 0. The value obtained for the HOMO energy is -0.3579 hartree.

---

2.
Computed, not measured: a cluster of 2 separate species, C5H10O2 in total at a distorted geometry, with ωB97M-V/def2-TZVPD.

The geometry in XYZ format:
```
17
Properties=species:S:1:pos:R:3:nbo_charge:R:1
C -0.721 -0.177 -3.139 -0.394
C -1.178 -0.608 -1.951 -0.183
C -1.634 0.272 -0.832 -0.449
C -1.434 -0.489 0.559 -0.533
C -0.372 0.215 1.347 0.429
O 0.380 -0.201 2.247 -0.523
H -0.611 -1.064 -3.848 0.192
H -0.548 0.713 -3.662 0.215
H -1.574 -1.590 -1.646 0.203
H -2.703 0.646 -1.047 0.229
H -1.074 1.262 -0.746 0.212
H -1.107 -1.608 0.408 0.242
H -2.376 -0.537 1.106 0.251
H 0.012 1.238 0.937 0.108
O 4.975 1.021 3.436 -0.934
H 4.343 0.326 3.824 0.475
H 5.623 0.582 3.008 0.458
```

The HOMO-LUMO gap comes out at 10.704 eV. As for the energy above the lowest of the compared OMol25 structures with the same formula, charge and spin: 352.2 kJ/mol. Its structure (SMILES) is C=CCCC=O.O. The net charge is 0. The value obtained for the HOMO energy is -0.3618 hartree.

---

3.
Computed, not measured: a structure of composition C5H10O2 at a distorted geometry, with ωB97M-V/def2-TZVPD.

The geometry in XYZ format:
```
17
Properties=species:S:1:pos:R:3:nbo_charge:R:1
C 1.542 -0.093 -1.633 -0.620
C 0.418 -0.742 -0.857 0.077
O 0.990 -1.695 0.016 -0.708
C -0.432 0.291 -0.128 0.082
C -1.190 -0.169 1.104 -0.464
C -0.956 1.257 1.557 -0.057
O 0.222 1.279 0.715 -0.529
H 2.135 -0.853 -2.149 0.220
H 1.132 0.602 -2.372 0.210
H 2.182 0.460 -0.941 0.226
H -0.273 -1.248 -1.557 0.158
H 0.288 -2.009 0.598 0.465
H -1.047 0.840 -0.859 0.172
H -2.168 -0.658 1.054 0.214
H -0.383 -0.668 1.658 0.208
H -0.773 1.426 2.622 0.184
H -1.687 1.979 1.174 0.164
```

The HOMO-LUMO gap comes out at 10.865 eV. As for the energy above the lowest of the compared OMol25 structures with the same formula, charge and spin: 239.6 kJ/mol. The net charge is 0. The value obtained for the HOMO energy is -0.3637 hartree.